{"formula": "C3H8N3O", "method": "ωB97M-V with the def2-TZVPD basis set", "orbital_gap_ev": 11.0, "homo_energy_ha": -0.5515, "de_lowest_kj_mol": 320.48, "charge": 1, "smiles": "CNO/C=N\\C=[NH2+]", "energy_ha": -358.27438, "elements": ["C", "O", "H", "H", "H", "H", "N", "C", "C", "H", "N", "H", "H", "N", "H"], "positions_angstrom": [[0.78517, -0.45985, 1.23279], [-1.13717, -1.22075, -0.72748], [-0.48008, 0.59920, -2.59484], [1.13372, 0.50270, 3.00065], [1.53961, -0.02379, 0.57893], [0.40012, 1.67142, -1.69640], [0.54041, -0.08401, 2.46228], [-0.47329, -2.00729, -0.00183], [-0.06237, 0.63052, -1.69673], [0.89240, 0.07851, -1.82951], [-0.88287, 0.19999, -0.56304], [-0.05332, -0.75116, 2.96016], [-1.82967, 0.51302, -0.59458], [0.35849, -1.67859, 0.88014], [-0.74390, -3.09751, -0.30033]], "forces_ev_per_angstrom": [[0.40, -1.28, 0.08], [-2.09, 2.16, -2.32], [-2.48, -0.51, -3.77], [0.31, 0.84, 0.16], [-0.17, 0.57, 0.46], [-1.24, -0.84, 1.12], [-0.49, -0.98, -0.43], [0.68, -3.42, 0.06], [3.59, 1.30, 2.17], [-0.74, -0.43, 0.70], [1.41, -0.59, 0.25], [0.26, 0.54, 0.13], [-0.57, 0.76, -0.23], [0.35, 0.07, 0.68], [0.77, 1.83, 0.94]]}

---

{"formula": "C3H8N3O", "method": "ωB97M-V with the def2-TZVPD basis set", "orbital_gap_ev": 10.5, "homo_energy_ha": -0.5187, "de_lowest_kj_mol": 396.00, "charge": 1, "smiles": "CN1OC=N[C@@H]1[NH3+]", "energy_ha": -358.24561, "elements": ["H", "C", "O", "N", "C", "H", "H", "C", "H", "N", "H", "N", "H", "H", "H"], "positions_angstrom": [[-3.02695, -0.41420, 0.00717], [-1.89169, -0.42402, -0.02856], [-1.45041, 0.63644, 0.54771], [0.98694, -1.46558, 0.62219], [0.24282, -0.78855, -0.51739], [0.54752, 2.58438, 0.64371], [0.75834, -0.80379, -1.50131], [0.41351, 1.94778, -0.27169], [-0.20698, 2.38940, -1.11755], [-1.10160, -1.29926, -0.60712], [0.52082, -1.26363, 1.51465], [-0.00495, 0.71349, 0.34674], [0.96183, -2.48613, 0.56459], [1.35788, 1.64941, -0.86260], [1.89293, -0.97574, 0.65946]], "forces_ev_per_angstrom": [[1.55, -0.73, -0.13], [-1.32, -2.23, -1.31], [1.81, 1.77, -0.09], [-0.08, 0.43, -0.34], [-3.11, 2.29, 2.00], [0.28, 0.21, -1.61], [0.20, 0.21, 1.01], [0.66, 0.35, -1.20], [0.15, -0.52, 1.45], [-0.17, 1.66, 0.71], [-0.16, 0.44, -0.30], [0.23, -3.65, -1.46], [0.76, -0.07, -0.46], [-0.89, 0.83, 1.49], [0.11, -0.98, 0.23]]}

---

{"formula": "C3H8N3O", "method": "ωB97M-V with the def2-TZVPD basis set", "orbital_gap_ev": 9.7, "homo_energy_ha": -0.5200, "de_lowest_kj_mol": 509.99, "charge": 1, "energy_ha": -358.20220, "elements": ["C", "O", "N", "H", "H", "H", "H", "N", "C", "N", "C", "H", "H", "H", "H"], "positions_angstrom": [[1.90836, 0.45572, 2.95660], [0.12994, 1.54118, -1.25607], [-0.78045, -0.64357, -2.04411], [-1.32111, -0.87992, -2.97916], [-1.04982, -0.86452, -0.06268], [0.11641, -0.96919, -2.06250], [2.85799, 0.09008, 2.42395], [0.64237, 1.34873, -0.05320], [-1.61571, -0.99708, -0.87135], [0.99563, 1.05283, 2.32223], [1.04592, 1.24872, 1.03162], [-1.91350, -1.96490, -0.84346], [-0.44990, 0.44224, -1.81509], [-2.37885, -0.25835, -0.77352], [1.81272, 0.39802, 4.02672]], "forces_ev_per_angstrom": [[2.20, -0.31, -0.79], [1.52, 0.31, 2.50], [-4.27, 1.59, -2.11], [1.76, 0.93, 2.33], [2.50, 0.53, 3.37], [2.75, -2.27, -0.16], [-1.36, 0.35, 1.03], [-0.54, 0.28, -0.79], [-0.04, 1.93, -2.34], [-0.21, 0.29, 1.14], [-1.41, 0.05, -3.22], [-1.28, -2.83, -0.42], [-0.68, -0.66, -0.50], [-0.91, 0.13, -0.30], [-0.02, -0.32, 0.26]]}